Entry 1:
Below is a 2-piece molecular cluster, C7H13N2 overall in a non-equilibrium geometry, with properties calculated with the ωB97M-V functional and the def2-TZVPD basis.

Calculated values
- Total charge: +1
- Lowest unoccupied orbital energy: -2.86 eV
- Strongest force on any atom: 3.239 eV Å⁻¹
- HOMO level: -13.3689 eV
- Frontier orbital gap: 10.51 eV
- Energy above the lowest of the compared OMol25 structures with the same formula, charge and spin: 2.374 eV
- E: -383.72996 a.u.

Each atom is followed by the atoms it is bonded to, with distances in Å.
Cartesian coordinates (Å):
1 C -3.291 -0.065 0.632  C2 1.369, N8 1.379, H10 1.014
2 C -2.309 0.827 0.290  C1 1.369, N9 1.416, H11 1.135
3 C -1.687 -1.198 -0.349  N8 1.307, N9 1.335, H12 1.062
4 C 2.256 -1.064 -0.397  C6 1.572, H13 1.089, H14 1.066, H15 1.151
5 C 1.174 1.674 -0.683  C7 1.337, H17 1.043, H18 1.080
6 C 2.468 0.077 0.664  C4 1.572, C7 1.497, H19 1.060, H20 1.077
7 C 1.587 1.280 0.525  C5 1.337, C6 1.497, H21 1.072
8 N -2.868 -1.305 0.200  C1 1.379, C3 1.307, H22 1.041
9 N -1.261 0.066 -0.283  C2 1.416, C3 1.335, H16 1.109
10 H -4.281 0.025 0.835  C1 1.014
11 H -2.293 1.874 0.729  C2 1.135
12 H -1.218 -2.101 -0.653  C3 1.062
13 H 2.905 -1.937 -0.341  C4 1.089
14 H 2.367 -0.719 -1.399  C4 1.066
15 H 1.202 -1.525 -0.348  C4 1.151
16 H -0.253 0.419 -0.582  N9 1.109
17 H 0.556 2.485 -0.902  C5 1.043
18 H 1.468 1.363 -1.675  C5 1.080
19 H 2.422 -0.275 1.662  C6 1.060
20 H 3.337 0.610 0.318  C6 1.077
21 H 1.199 1.629 1.462  C7 1.072
22 H -3.481 -2.141 0.296  N8 1.041

---

Entry 2:
Below is an isolated ion of composition C7H13N2 and charge +1 in a non-equilibrium geometry, with properties calculated with the ωB97M-V functional and the def2-TZVPD basis.

Calculated values
- SMILES: N[C@@H]1[NH2+][C@H]1C1CC=CC1
- Total charge: +1
- Lowest unoccupied orbital energy: -2.91 eV
- Strongest force on any atom: 3.879 eV Å⁻¹
- HOMO level: -12.7384 eV
- Frontier orbital gap: 9.82 eV
- Energy above the lowest of the compared OMol25 structures with the same formula, charge and spin: 2.821 eV
- E: -383.71353 a.u.

Each atom is followed by the atoms it is bonded to, with distances in Å.
Cartesian coordinates (Å):
1 N 0.749 -2.005 2.349  C2 1.407, H10 1.030, H11 0.991
2 C 0.362 -1.460 1.111  N1 1.407, N3 1.733, C4 1.462, H12 1.078
3 N 1.469 -1.372 -0.219  C2 1.733, C4 1.521, H13 1.003, H14 1.008
4 C 0.901 -0.209 0.579  C2 1.462, N3 1.521, C5 1.571, H15 1.111
5 C 0.342 0.913 -0.368  C4 1.571, C6 1.587, C9 1.553, H16 1.114
6 C -0.333 0.248 -1.641  C5 1.587, C7 1.526, H17 1.114, H18 1.108
7 C -1.636 1.027 -1.792  C6 1.526, C8 1.326, H19 1.053
8 C -1.825 1.873 -0.788  C7 1.326, C9 1.501, H20 0.998
9 C -0.744 1.834 0.251  C5 1.553, C8 1.501, H21 1.120, H22 1.087
10 H 1.442 -1.584 2.984  N1 1.030
11 H 0.112 -2.703 2.648  N1 0.991
12 H -0.617 -1.819 0.839  C2 1.078
13 H 2.338 -1.634 0.208  N3 1.003
14 H 1.375 -1.409 -1.223  N3 1.008
15 H 1.609 0.213 1.324  C4 1.111
16 H 1.230 1.504 -0.689  C5 1.114
17 H 0.251 0.284 -2.589  C6 1.114
18 H -0.513 -0.826 -1.434  C6 1.108
19 H -2.340 0.732 -2.518  C7 1.053
20 H -2.733 2.234 -0.583  C8 0.998
21 H -0.364 2.874 0.425  C9 1.120
22 H -1.077 1.283 1.127  C9 1.087

---

Entry 3:
Below is an isolated ion of composition C7H13N2O and charge +1 in a non-equilibrium geometry, with properties calculated with the ωB97M-V functional and the def2-TZVPD basis.

Calculated values
- SMILES: [H]/N=C(/C=C)[C@@H](C=O)[NH+](C)C
- Total charge: +1
- Lowest unoccupied orbital energy: -4.21 eV
- Strongest force on any atom: 4.386 eV Å⁻¹
- HOMO level: -13.6658 eV
- Frontier orbital gap: 9.45 eV
- Energy above the lowest of the compared OMol25 structures with the same formula, charge and spin: 4.750 eV
- E: -458.89938 a.u.

Each atom is followed by the atoms it is bonded to, with distances in Å.
Cartesian coordinates (Å):
1 H -1.595 0.347 1.991  N2 1.080
2 N -1.276 1.205 1.419  H1 1.080, C3 1.261
3 C -0.518 1.310 0.416  N2 1.261, C4 1.393, C6 1.615
4 C -0.204 2.555 -0.124  C3 1.393, C5 1.350, H12 1.031
5 C 0.857 2.810 -0.920  C4 1.350, H13 1.062, H14 1.217
6 C 0.409 0.071 -0.046  C3 1.615, C7 1.497, N9 1.467, H15 1.177
7 C 1.500 0.175 0.975  C6 1.497, O8 1.200, H16 1.096
8 O 1.495 -0.570 1.915  C7 1.200
9 N -0.258 -1.224 0.122  C6 1.467, C10 1.485, C11 1.446, H17 1.019
10 C -1.685 -1.269 -0.288  N9 1.485, H18 1.107, H19 1.104, H20 1.116
11 C 0.528 -2.288 -0.462  N9 1.446, H21 1.074, H22 1.053, H23 1.092
12 H -0.642 3.402 0.267  C4 1.031
13 H 0.948 3.697 -1.496  C5 1.062
14 H 1.728 1.999 -1.175  C5 1.217
15 H 0.690 0.274 -1.171  C6 1.177
16 H 2.156 1.020 0.738  C7 1.096
17 H -0.192 -1.555 1.083  N9 1.019
18 H -1.809 -1.549 -1.351  C10 1.107
19 H -2.299 -2.085 0.130  C10 1.104
20 H -2.159 -0.288 -0.049  C10 1.116
21 H 0.658 -2.291 -1.528  C11 1.074
22 H 1.508 -2.437 -0.108  C11 1.053
23 H 0.160 -3.308 -0.337  C11 1.092

---

Entry 4:
Below is an isolated ion of composition C7H13N2O2 and charge +1 in a non-equilibrium geometry, with properties calculated with the ωB97M-V functional and the def2-TZVPD basis.

Calculated values
- SMILES: CN[C@H](C=O)[N+]1=CCOCC1
- Total charge: +1
- Lowest unoccupied orbital energy: -4.09 eV
- Strongest force on any atom: 5.156 eV Å⁻¹
- HOMO level: -13.9095 eV
- Frontier orbital gap: 9.82 eV
- Energy above the lowest of the compared OMol25 structures with the same formula, charge and spin: 3.287 eV
- E: -534.16258 a.u.

Each atom is followed by the atoms it is bonded to, with distances in Å.
Cartesian coordinates (Å):
1 C 2.327 -1.266 -1.140  N2 1.458, H12 1.074, H13 1.071, H14 1.082
2 N 1.700 -0.686 0.041  C1 1.458, C3 1.386, H15 1.009
3 C 1.176 0.586 -0.128  N2 1.386, C4 1.496, N6 1.592, H16 1.057
4 C 1.986 1.489 0.747  C3 1.496, O5 1.248, H17 1.057
5 O 1.716 1.722 1.942  C4 1.248
6 N -0.388 0.375 0.081  C3 1.592, C7 1.281, C11 1.415
7 C -1.014 0.937 1.046  N6 1.281, C8 1.519, H18 1.071
8 C -2.413 0.477 1.422  C7 1.519, O9 1.428, H19 1.187, H20 1.168
9 O -3.089 -0.147 0.329  C8 1.428, C10 1.386
10 C -2.446 -0.228 -0.896  O9 1.386, C11 1.604, H21 1.015, H22 1.039
11 C -0.956 -0.734 -0.588  N6 1.415, C10 1.604, H23 1.051, H24 1.101
12 H 1.961 -2.273 -1.226  C1 1.074
13 H 1.998 -0.753 -2.021  C1 1.071
14 H 3.398 -1.127 -1.091  C1 1.082
15 H 2.279 -0.931 0.830  N2 1.009
16 H 1.285 0.852 -1.145  C3 1.057
17 H 2.954 1.660 0.359  C4 1.057
18 H -0.480 1.726 1.536  C7 1.071
19 H -2.442 -0.202 2.395  C8 1.187
20 H -3.003 1.432 1.744  C8 1.168
21 H -2.238 0.598 -1.448  C10 1.015
22 H -2.996 -0.999 -1.324  C10 1.039
23 H -0.967 -1.590 0.021  C11 1.051
24 H -0.348 -0.919 -1.487  C11 1.101

---

Entry 5:
Below is an isolated molecule of C7H13N3 in a non-equilibrium geometry, with properties calculated with the ωB97M-V functional and the def2-TZVPD basis.

Calculated values
- SMILES: [H]/N=C/[C@@H]1CCC[C@H](/C=N/[H])N1
- Total charge: 0
- Lowest unoccupied orbital energy: 0.82 eV
- Strongest force on any atom: 3.939 eV Å⁻¹
- HOMO level: -8.8693 eV
- Frontier orbital gap: 9.69 eV
- Energy above the lowest of the compared OMol25 structures with the same formula, charge and spin: 2.313 eV
- E: -438.69938 a.u.

Each atom is followed by the atoms it is bonded to, with distances in Å.
Cartesian coordinates (Å):
1 H 1.001 -0.283 4.145  N2 1.013
2 N 0.313 -0.747 3.564  H1 1.013, C3 1.285
3 C 0.604 -0.069 2.512  N2 1.285, C4 1.603, H13 1.075
4 C -0.442 -0.028 1.297  C3 1.603, C5 1.557, N12 1.432, H14 1.148
5 C -0.631 -1.465 0.726  C4 1.557, C6 1.493, H15 1.176, H16 1.085
6 C 0.252 -1.707 -0.454  C5 1.493, C7 1.558, H17 1.120, H18 1.070
7 C 0.002 -0.653 -1.573  C6 1.558, C8 1.551, H19 1.093, H20 1.161
8 C -0.341 0.774 -1.072  C7 1.551, C9 1.480, N12 1.443, H21 1.053
9 C 0.183 1.867 -1.922  C8 1.480, N10 1.299, H22 1.083
10 N -0.315 2.200 -3.075  C9 1.299, H11 1.026
11 H 0.312 2.932 -3.428  N10 1.026
12 N 0.034 0.899 0.315  C4 1.432, C8 1.443, H23 1.075
13 H 1.453 0.572 2.354  C3 1.075
14 H -1.460 0.291 1.722  C4 1.148
15 H -1.759 -1.520 0.400  C5 1.176
16 H -0.356 -2.190 1.485  C5 1.085
17 H 1.251 -1.756 0.050  C6 1.120
18 H 0.303 -2.725 -0.778  C6 1.070
19 H 0.953 -0.579 -2.107  C7 1.093
20 H -0.874 -1.115 -2.179  C7 1.161
21 H -1.371 0.973 -1.163  C8 1.053
22 H 1.009 2.435 -1.511  C9 1.083
23 H -0.120 1.893 0.692  N12 1.075